Entry 1:
Molecular formula: C3H5NO3
Method: DFT, ωB97M-V with the def2-TZVPD basis set

ORCA input file:
```
! wB97M-V def2-TZVPD RIJCOSX def2/J DEFGRID3
* xyz 0 1
C 2.605 0.235 -1.004
N 1.579 -0.188 -0.390
O 0.475 -0.603 -1.082
C -0.786 -0.948 -0.285
C -1.302 0.198 0.738
O -2.417 0.128 1.219
O -0.314 1.096 1.074
H 2.622 0.156 -2.081
H 3.273 1.101 -0.530
H -0.975 -2.136 0.123
H -1.497 -0.949 -1.412
H 0.461 1.274 0.251
*
```

The calculation puts the energy above the lowest of the compared OMol25 structures with the same formula, charge and spin at 599.1 kJ/mol. As for the SMILES: C=NOCC(=O)O. Its HOMO-LUMO gap is 10.61 eV. The value obtained for the total energy is -397.60852 Ha. The value obtained for the LUMO energy is 0.47 eV.


Entry 2:
Molecular formula: C26H25BrCl2FeN2O9P2S2
Method: DFT, ωB97M-V with the def2-TZVPD basis set

ORCA input file:
```
! wB97M-V def2-TZVPD RIJCOSX def2/J DEFGRID3
* xyz -1 6
Fe -0.557 -1.290 0.471
C -3.440 -3.030 3.844
C -3.650 -1.920 2.831
O -5.015 -1.491 2.850
P -2.547 -0.480 3.111
O -2.551 -0.312 4.708
O -3.332 0.776 2.603
O -1.160 -0.649 2.594
P -3.123 -2.378 1.116
O -4.299 -3.319 0.542
O -3.098 -1.068 0.393
O -1.829 -3.135 1.149
H -3.671 -2.676 4.850
H -2.407 -3.376 3.804
H -4.101 -3.863 3.595
H -5.077 -0.691 2.306
H -1.873 0.337 4.969
H -2.952 1.169 1.763
H -4.995 -2.758 0.158
Cl 0.963 -3.324 0.755
C 2.504 -3.227 -0.023
C 3.412 -4.243 0.194
C 4.647 -4.191 -0.424
C 4.955 -3.115 -1.248
C 4.034 -2.099 -1.442
Cl 4.483 -0.781 -2.478
C 2.756 -2.109 -0.835
S 1.593 -0.856 -1.078
H 3.146 -5.072 0.845
H 5.369 -4.984 -0.270
H 5.915 -3.060 -1.746
C 2.234 5.952 -2.456
C 1.217 4.894 -2.104
C -0.143 5.194 -2.062
C -1.074 4.233 -1.698
C -0.644 2.951 -1.376
C 0.705 2.628 -1.432
C 1.626 3.600 -1.792
S -1.858 1.757 -0.845
O -2.039 2.026 0.578
O -3.024 1.990 -1.657
N -1.212 0.316 -0.993
C -1.345 -0.473 -2.122
C -1.753 -0.073 -3.413
C -1.741 -1.005 -4.426
C -1.336 -2.312 -4.169
C -0.963 -2.618 -2.878
N -0.971 -1.735 -1.882
H 1.782 6.764 -3.028
H 3.056 5.525 -3.034
H 2.665 6.383 -1.547
H -0.478 6.196 -2.315
H -2.135 4.458 -1.663
H 1.029 1.626 -1.200
H 2.681 3.341 -1.825
H -2.068 0.945 -3.581
H -2.045 -0.716 -5.427
H -1.308 -3.062 -4.947
H -0.642 -3.621 -2.612
Br 4.090 3.038 3.790
C 2.960 1.789 2.884
C 3.424 0.506 2.651
C 2.605 -0.384 1.963
C 1.349 0.002 1.523
C 0.897 1.286 1.788
C 1.703 2.192 2.474
H 4.411 0.208 2.979
H 2.982 -1.386 1.775
H -0.090 1.605 1.491
H 1.350 3.194 2.681
*
```

The calculation puts the energy above the lowest of the compared OMol25 structures with the same formula, charge and spin at 142.4 kJ/mol. Its HOMO-LUMO gap (spin up / spin down) is 6.91 / 6.74 eV. The value obtained for the total energy is -8029.96199 Ha. The value obtained for the LUMO energy (spin up / spin down) is 2.48 / 2.14 eV.


Entry 3:
Molecular formula: H22O11
Method: DFT, ωB97M-V with the def2-TZVPD basis set

ORCA input file:
```
! wB97M-V def2-TZVPD RIJCOSX def2/J DEFGRID3
* xyz 0 1
O 0.600 0.706 2.021
H 0.095 0.242 1.344
H 0.148 0.485 2.843
O 3.626 -2.716 0.878
H 3.039 -3.016 1.582
H 3.244 -1.877 0.596
O -1.960 -1.756 1.668
H -1.599 -1.082 1.080
H -2.357 -1.252 2.387
O 2.688 1.872 -1.475
H 3.381 1.846 -0.806
H 1.899 2.133 -0.985
O -0.270 -1.874 2.349
H 0.483 -1.759 1.760
H 0.127 -2.114 3.194
O -3.785 -1.534 -1.212
H -3.508 -0.762 -0.706
H -3.443 -1.368 -2.098
O -2.592 2.327 -0.305
H -2.628 1.464 -0.731
H -2.691 2.130 0.634
O -1.184 -1.573 -2.383
H -1.260 -2.512 -2.181
H -0.256 -1.373 -2.219
O 0.426 3.134 1.013
H 1.176 3.574 1.427
H 0.528 2.209 1.266
O 1.192 -0.568 -0.186
H 0.653 0.025 -0.722
H 1.243 -1.376 -0.710
O 0.601 2.113 -3.144
H 1.248 2.442 -3.778
H 1.135 1.812 -2.400
*
```

The calculation puts the energy above the lowest of the compared OMol25 structures with the same formula, charge and spin at 534.2 kJ/mol. As for the SMILES: O.O.O.O.O.O.O.O.O.O.O. Its HOMO-LUMO gap is 8.65 eV. The value obtained for the total energy is -840.67668 Ha. The value obtained for the LUMO energy is -0.47 eV.


Entry 4:
Molecular formula: C5H12O2
Method: DFT, ωB97M-V with the def2-TZVPD basis set

ORCA input file:
```
! wB97M-V def2-TZVPD RIJCOSX def2/J DEFGRID3
* xyz 0 1
C -0.487 0.404 -1.901
C 0.418 -0.423 -1.380
C 1.677 -0.002 -0.674
C 1.873 -0.677 0.686
H -1.353 0.038 -2.447
H -0.387 1.485 -1.815
H 0.273 -1.501 -1.486
H 2.527 -0.252 -1.326
H 1.684 1.089 -0.562
H 2.863 -0.443 1.092
H 1.115 -0.348 1.407
H 1.807 -1.769 0.596
C -2.449 -0.286 0.268
O -2.823 0.741 0.789
H -1.611 -0.876 0.672
H -2.941 -0.680 -0.640
O -0.584 0.895 2.496
H -0.124 1.648 2.107
H -1.480 0.956 2.119
*
```

The calculation puts the energy above the lowest of the compared OMol25 structures with the same formula, charge and spin at 189.8 kJ/mol. As for the SMILES: C=CCC.C=O.O. Its HOMO-LUMO gap is 10.58 eV. The value obtained for the total energy is -348.13253 Ha. The value obtained for the LUMO energy is 0.66 eV.


Entry 5:
Molecular formula: C5H5N
Method: DFT, ωB97M-V with the def2-TZVPD basis set

ORCA input file:
```
! wB97M-V def2-TZVPD RIJCOSX def2/J DEFGRID3
* xyz 0 3
C -0.681 1.743 0.085
C 0.671 -0.942 0.563
C -0.593 -0.788 0.935
C 0.827 -0.230 -0.756
C -0.611 0.428 -0.474
N -0.731 2.707 0.706
H 1.305 -1.619 0.942
H -1.281 -1.034 1.628
H 1.555 0.504 -0.761
H 0.736 -0.850 -1.617
H -1.198 0.081 -1.252
*
```

The calculation puts the energy above the lowest of the compared OMol25 structures with the same formula, charge and spin at 321.0 kJ/mol. Its HOMO-LUMO gap (spin up / spin down) is 6.16 / 6.58 eV. The value obtained for the total energy is -247.95878 Ha. The value obtained for the LUMO energy (spin up / spin down) is 0.95 / -3.47 eV.


Entry 6:
Molecular formula: C2H4O2P
Method: DFT, ωB97M-V with the def2-TZVPD basis set

ORCA input file:
```
! wB97M-V def2-TZVPD RIJCOSX def2/J DEFGRID3
* xyz 1 3
C 0.870 0.323 -0.043
C -0.098 -0.845 0.118
O -0.397 1.626 -0.051
O -1.385 -0.450 -0.242
P -1.798 1.057 -0.273
H 1.560 0.457 0.855
H 1.240 0.705 -1.129
H 0.067 -1.667 -0.497
H -0.059 -1.207 1.262
*
```

The calculation puts the energy above the lowest of the compared OMol25 structures with the same formula, charge and spin at 137.7 kJ/mol. Its HOMO-LUMO gap (spin up / spin down) is 7.85 / 6.07 eV. The value obtained for the total energy is -569.94790 Ha. The value obtained for the LUMO energy (spin up / spin down) is -5.46 / -10.78 eV.